15
Properties=species:S:1:pos:R:3:forces:R:3 method="wB97M-V/def2-TZVPD" relative_energy_kcal_mol=109.4 spin_multiplicity=1 total_energy_ha=-341.82927 smiles=CC1N2COCN12 lumo_energy_ev=1.0
O 1.515 -0.891 0.837 -1.13 -0.89 0.91
N -0.602 0.052 0.819 -0.21 0.57 -2.91
N 0.336 0.983 0.137 0.34 -0.77 -0.18
C -0.324 0.071 -0.826 -1.86 2.65 4.51
C -1.634 0.598 -1.413 1.81 -0.58 -1.62
C 1.642 0.442 0.579 1.99 0.79 -4.32
C 0.156 -0.979 1.394 1.88 -3.45 0.87
H 0.218 -1.213 2.555 -0.36 1.64 -2.03
H 0.239 -0.664 -1.370 0.20 -0.53 0.37
H -1.391 1.016 -2.431 -0.57 -0.29 0.84
H 2.461 0.544 -0.312 -1.95 -0.01 2.00
H -0.194 -1.926 0.975 -0.20 -0.11 0.32
H -2.191 -0.318 -1.520 -0.70 -0.17 -0.43
H 1.987 0.990 1.404 0.31 0.98 1.31
H -2.217 1.293 -0.828 0.44 0.17 0.36